No. 1
Computed, not measured: 14 unconnected molecules or ions with the total composition C79H182N10O14 at a distorted geometry, with wB97M-V/def2-TZVPD.

ORCA input file:
```
! RIJCOSX wB97M-V def2-TZVPD def2/J DEFGRID3
* xyz 0 1
C 0.53563 2.93409 3.65689
O 0.82547 3.83769 2.68977
H 1.12108 1.98533 3.56871
H 0.75922 3.27328 4.65515
H -0.55225 2.71636 3.70307
H 0.20113 3.91843 1.96915
C 6.72885 0.03392 2.67636
O 6.43329 -0.14714 4.11537
H 7.28775 1.00318 2.52664
H 7.36163 -0.76833 2.40375
H 5.80330 0.05325 2.13431
H 5.62264 0.35435 4.30300
C 5.94692 2.30525 -0.74315
O 6.59299 1.84246 -1.87420
H 6.43205 3.15057 -0.31151
H 4.88991 2.44052 -0.99158
H 5.87928 1.55188 0.08610
H 5.99782 1.83926 -2.59329
C 1.82719 4.40442 -6.12350
O 2.27587 3.06703 -6.36425
H 2.03831 5.06824 -6.99879
H 0.75818 4.48362 -5.86834
H 2.39683 4.87763 -5.30678
H 1.53565 2.40537 -6.32155
C 0.19251 -5.65864 -4.74483
C -0.77962 -5.41664 -3.58954
C -2.15853 -6.01398 -3.93949
C -3.05052 -6.17936 -2.73832
C -2.37560 -6.98102 -1.63780
C -0.97669 -6.47298 -1.17987
N -0.20342 -6.22016 -2.45111
O 1.02015 -5.68466 -2.00042
C -1.14232 -5.24942 -0.30720
C -0.14673 -7.54092 -0.43951
C -0.95285 -3.89588 -3.43345
H 1.17284 -5.28914 -4.50978
H -0.14812 -5.13493 -5.62689
H 0.31003 -6.66965 -5.02691
H -2.65484 -5.31038 -4.62109
H -2.01227 -7.00225 -4.38551
H -3.87636 -6.75386 -3.12942
H -3.49848 -5.22953 -2.47091
H -2.22400 -7.98027 -2.08384
H -3.00484 -7.11797 -0.71931
H -1.94853 -5.44253 0.41457
H -0.29643 -5.07746 0.31649
H -1.47430 -4.35280 -0.85868
H 0.43748 -8.23740 -1.16780
H 0.62223 -7.09821 0.22202
H -0.81439 -8.09925 0.21080
H -1.64148 -3.42905 -2.70950
H -1.33549 -3.44200 -4.36172
H -0.00399 -3.45596 -3.27706
H 0.80714 -4.78830 -1.70394
C 0.92082 6.19767 -0.28464
C -0.55731 6.09338 -0.47473
C -0.78847 5.00985 -1.50082
C -2.24297 4.53331 -1.51483
C -2.66840 4.01345 -0.10427
C -2.50941 5.19795 0.89156
N -1.05579 5.64439 0.82264
O -0.86406 6.58348 1.91993
C -3.51026 6.28035 0.67880
C -2.69609 4.58684 2.25742
C -1.20176 7.43040 -0.92476
H 1.25585 7.09726 0.24104
H 1.44709 6.13661 -1.22071
H 1.33638 5.33951 0.23032
H -0.40526 5.29474 -2.50384
H -0.17620 4.17641 -1.17628
H -2.44672 3.82973 -2.27850
H -2.91088 5.39219 -1.83214
H -2.20068 3.10588 0.26850
H -3.75833 3.71832 -0.11414
H -3.57949 6.80293 -0.28530
H -4.49529 5.89894 0.71804
H -3.47525 6.98920 1.53045
H -1.97131 3.81532 2.44020
H -2.56422 5.32882 3.02251
H -3.69702 4.11162 2.32996
H -0.53022 7.92179 -1.61704
H -1.49376 8.14936 -0.08158
H -2.02380 7.26394 -1.61458
H -0.33670 6.07433 2.52333
C 5.91096 4.32742 -4.19177
C 5.94230 3.01048 -5.02164
C 7.42607 2.54623 -4.94857
C 7.66989 1.17782 -5.58176
C 6.75387 0.09572 -5.07677
C 5.26220 0.57933 -4.84326
N 5.19270 1.98217 -4.28544
O 3.79735 2.39163 -4.22934
C 4.39032 0.40692 -6.06303
C 4.68678 -0.40265 -3.76179
C 5.58715 3.35292 -6.44281
H 5.01905 4.91612 -4.28991
H 6.80061 4.88502 -4.48478
H 6.14066 3.94687 -3.16337
H 8.04095 3.32295 -5.53034
H 7.73579 2.59521 -3.93003
H 8.78044 0.99907 -5.46480
H 7.55196 1.31698 -6.65566
H 7.12480 -0.33916 -4.16790
H 6.65071 -0.77378 -5.75648
H 4.91603 0.43289 -7.03812
H 4.08592 -0.62807 -5.98807
H 3.44324 0.95923 -6.02651
H 5.22031 -0.38585 -2.78160
H 3.61582 -0.08921 -3.68846
H 4.75753 -1.48669 -4.10805
H 5.98026 2.62125 -7.13687
H 6.13967 4.26111 -6.63106
H 4.52438 3.49010 -6.62915
H 3.59223 2.77654 -5.11009
C -7.67769 -0.28061 1.04356
C -6.20965 -0.42667 0.56247
C -5.53772 -1.68167 1.05601
C -4.26295 -2.13549 0.32631
C -4.61111 -2.29370 -1.14592
C -5.24242 -1.05420 -1.76448
N -6.37526 -0.59090 -0.92984
O -6.94050 0.67661 -1.41728
C -4.23164 0.06691 -1.93963
C -5.90975 -1.45585 -3.06166
C -5.38193 0.80764 0.88963
H -8.12980 0.50858 0.55511
H -7.59795 -0.05297 2.12510
H -8.24257 -1.18090 0.85565
H -5.36033 -1.49277 2.12827
H -6.29057 -2.43018 0.93975
H -3.96798 -3.12272 0.73807
H -3.41298 -1.45490 0.53458
H -5.31481 -3.11642 -1.26625
H -3.71790 -2.40057 -1.80383
H -4.78319 0.93445 -2.33340
H -3.74472 0.40228 -1.00245
H -3.44851 -0.14291 -2.63021
H -6.77605 -2.06737 -2.85342
H -6.23176 -0.58816 -3.65792
H -5.12877 -1.96685 -3.56928
H -5.53050 1.61618 0.24838
H -4.29557 0.59429 0.74647
H -5.50412 1.15538 1.90971
H -7.76391 0.40973 -1.81449
C -4.22277 -1.61638 7.69169
C -3.57774 -0.23577 7.93531
C -2.02302 -0.39104 8.08615
C -1.34910 -0.60350 6.74924
C -1.71527 0.45024 5.71974
C -3.24793 0.57976 5.53701
N -3.80851 0.76438 6.84520
O -5.18476 1.04806 6.64176
C -3.48947 1.89978 4.78363
C -3.87620 -0.61408 4.72638
C -4.29057 0.36700 9.16168
H -3.58422 -2.18625 7.09450
H -5.10184 -1.60011 7.12725
H -4.42886 -2.18856 8.66348
H -1.71832 0.49150 8.58531
H -1.79274 -1.21374 8.75268
H -1.60796 -1.57419 6.29066
H -0.27780 -0.62038 6.87001
H -1.19604 0.31286 4.76014
H -1.29997 1.41595 6.02041
H -2.99707 2.05357 3.87302
H -4.52484 2.19665 4.76834
H -3.20108 2.64522 5.51378
H -4.94855 -0.61854 4.82907
H -3.66011 -0.36967 3.67688
H -3.36536 -1.52168 4.91864
H -4.10389 -0.35202 9.97761
H -5.38736 0.42778 9.08467
H -3.91099 1.32937 9.46908
H -5.60885 0.29663 6.10285
C 2.07434 -1.92380 -1.69952
C 2.32158 -0.93529 -0.54805
C 2.47934 0.47890 -1.04584
C 1.18665 1.10295 -1.54357
C 0.13969 1.03016 -0.39249
C -0.15594 -0.37065 0.13495
N 1.19520 -1.00857 0.43321
O 0.95091 -2.35078 0.69954
C -0.92236 -0.27549 1.44900
C -0.96452 -1.16912 -0.96394
C 3.61308 -1.45723 0.19314
H 2.14473 -2.90049 -1.24471
H 2.84476 -1.88445 -2.48215
H 1.08020 -1.74349 -2.15885
H 2.83959 1.06367 -0.19301
H 3.30697 0.46473 -1.78102
H 0.76702 0.50855 -2.35313
H 1.35384 2.09982 -1.91689
H -0.79571 1.46602 -0.72133
H 0.49442 1.69378 0.44810
H -0.86875 -1.22641 2.02378
H -0.28222 0.43536 1.97976
H -1.96614 0.02174 1.31613
H -0.86010 -0.91183 -2.00919
H -0.78820 -2.27128 -0.92134
H -1.98733 -1.04231 -0.74865
H 3.54331 -2.51161 0.38576
H 3.65665 -1.02192 1.15717
H 4.39240 -1.16586 -0.44579
H 1.28851 -2.56557 1.60626
C -2.16078 2.80905 -6.62514
C -1.82836 1.45889 -6.01077
C -3.07403 0.53575 -5.97305
C -2.74501 -0.93896 -5.65921
C -1.72802 -1.47837 -6.63321
C -0.42666 -0.63418 -6.60571
N -0.92091 0.78357 -6.90204
O 0.26526 1.63805 -7.05049
C 0.40793 -0.73081 -5.26892
C 0.49571 -1.08656 -7.77273
C -1.33029 1.68141 -4.58855
H -3.12779 3.13520 -6.18388
H -2.27551 2.71441 -7.70074
H -1.48226 3.61483 -6.37112
H -3.70953 1.04108 -5.20091
H -3.60597 0.62570 -6.94508
H -3.70136 -1.53330 -5.52707
H -2.31202 -0.94720 -4.61030
H -2.12960 -1.48271 -7.64185
H -1.32473 -2.39606 -6.26000
H 1.13966 -1.56650 -5.35506
H 0.93963 0.16431 -4.98448
H -0.16645 -0.98024 -4.41700
H 0.15826 -0.70680 -8.77027
H 1.48491 -0.70605 -7.54105
H 0.45039 -2.20909 -7.73833
H -1.98646 2.39700 -4.06027
H -0.20628 1.97187 -4.47220
H -1.37731 0.76160 -4.01166
H 0.27788 1.71362 -8.00516
C 5.02774 -3.27081 5.21432
C 3.54051 -3.20362 4.90992
C 3.22070 -2.28650 3.72953
O 1.85569 -2.23242 3.43503
C 0.96594 -1.66587 4.44883
N 3.05029 -4.54050 4.70764
H 5.56377 -3.50199 4.27474
H 5.30789 -4.12357 5.82804
H 5.47187 -2.36331 5.56119
H 2.97562 -2.79122 5.69433
H 3.69747 -2.74820 2.88360
H 3.63519 -1.26979 3.95414
H -0.02810 -1.72776 4.04487
H 1.09731 -0.59393 4.64708
H 1.01934 -2.21878 5.37699
H 2.04569 -4.50947 4.47728
H 3.36435 -4.93785 3.83704
C -0.59563 -6.77988 6.77859
C -1.07057 -5.34625 6.45140
C -1.28181 -5.20079 4.95802
O -1.53148 -3.82957 4.60215
C -2.10209 -3.68947 3.36611
N -2.24879 -5.01413 7.29907
H -0.03733 -7.28313 6.01572
H -1.36924 -7.43360 7.18489
H 0.19214 -6.67028 7.58728
H -0.22904 -4.71303 6.64664
H -2.23495 -5.69512 4.64865
H -0.55477 -5.65909 4.32270
H -3.08102 -4.19647 3.36375
H -1.43509 -4.09123 2.63850
H -2.28989 -2.62573 3.29103
H -1.88336 -5.24289 8.24083
H -2.49864 -4.01863 7.32332
C 3.73288 2.58776 2.21684
C 4.44012 2.96408 3.56733
C 3.97070 4.43012 3.83868
O 3.06230 4.41584 4.93729
C 2.96915 5.63322 5.61718
N 4.17943 1.95026 4.61330
H 3.89154 3.32454 1.39476
H 2.66743 2.72889 2.24623
H 4.08224 1.57284 1.91210
H 5.52064 3.00850 3.42148
H 3.53431 4.87885 2.88709
H 4.78182 5.10132 4.06725
H 2.58305 6.32312 4.83986
H 3.97182 5.98072 6.03390
H 2.27276 5.57223 6.45837
H 3.14742 1.97495 4.79972
H 4.59250 2.22695 5.54871
*
```

The calculation puts the HOMO-LUMO gap at 0.31778 Eh. Its strongest force on any atom is 3.4 eV Å⁻¹. The energy relative to the best compared isomer or geometry (same formula, charge and spin) is 0.0000 eV. The molar mass comes out at 1496.4 g/mol.

No. 2
Computed, not measured: a gas-phase ion, C7H10 (charge -1) at a distorted geometry, with wB97M-V/def2-TZVPD.

ORCA input file:
```
! RIJCOSX wB97M-V def2-TZVPD def2/J DEFGRID3
* xyz -1 2
C 1.44907 1.36649 0.78156
C 1.13038 0.15704 0.00572
C 1.80097 -0.97703 0.00807
C -0.64022 0.31490 -1.82087
C -0.32804 0.13994 -0.54076
C -1.40497 -0.05853 0.46025
C -2.15533 -1.14529 0.48345
H 1.89476 2.09682 0.08282
H 2.09128 1.12866 1.69282
H 0.38093 1.76319 1.32700
H 1.54110 -1.94725 -0.41810
H 2.80465 -1.05447 0.54432
H -1.76629 0.28755 -2.13544
H -0.01782 0.43407 -2.61169
H -1.67982 0.77126 1.30691
H -2.91052 -1.28368 1.11895
H -2.19014 -1.99367 -0.28501
*
```

The calculation puts the HOMO-LUMO gap (alpha / beta) at 0.10754 / 0.30361 Eh. Its strongest force on any atom is 4.6 eV Å⁻¹. The energy relative to the best compared isomer or geometry (same formula, charge and spin) is 2.8759 eV. The molar mass comes out at 94.2 g/mol. The expectation value of S² is 0.7575.

No. 3
Computed, not measured: a single C7H10 molecule at a distorted geometry, with wB97M-V/def2-TZVPD.

ORCA input file:
```
! RIJCOSX wB97M-V def2-TZVPD def2/J DEFGRID3
* xyz 0 1
C 1.38394 -2.32367 -0.29288
C 1.41450 -0.97686 -0.37246
C 0.38393 -0.20939 -1.05567
C -0.24313 -0.67875 -2.14974
C -0.22956 0.93176 -0.31840
C -0.38120 0.87476 1.00356
C -1.25216 1.84555 1.77694
H 2.24108 -2.94088 -0.05781
H 0.39784 -2.76237 -0.16872
H 2.05561 -0.42813 0.31914
H 0.22977 -1.48834 -2.68585
H -1.01059 -0.03157 -2.55233
H -0.99043 1.49846 -0.85045
H 0.34899 0.39618 1.65076
H -1.83334 2.41112 1.04499
H -1.88195 1.27637 2.45486
H -0.63330 2.60577 2.25406
*
```

The calculation puts the HOMO-LUMO gap at 0.33441 Eh. Its strongest force on any atom is 2.4 eV Å⁻¹. The energy relative to the best compared isomer or geometry (same formula, charge and spin) is 2.8608 eV. Its structure (SMILES) is C=CC(=C)/C=C/C. The molar mass comes out at 94.2 g/mol.

No. 4
Computed, not measured: 2 unconnected molecules or ions with the total composition C7H10, with wB97M-V/def2-TZVPD.

ORCA input file:
```
! RIJCOSX wB97M-V def2-TZVPD def2/J DEFGRID3
* xyz 0 1
C -2.15854 0.95426 -2.32366
C -1.96946 1.16354 -1.02600
C -1.68456 0.11076 -0.07499
C -1.39189 0.31915 1.20280
H -2.34867 1.76185 -3.00840
H -2.13182 -0.03960 -2.74310
H -2.01190 2.17081 -0.62361
H -1.69806 -0.89487 -0.46812
H -1.36684 1.31216 1.62382
H -1.15615 -0.48911 1.87397
C 1.62512 -1.72198 -0.35257
C 2.31207 -1.17762 0.46139
C 3.08793 -0.45606 1.44317
H 1.03665 -2.21330 -1.06838
H 3.57856 -1.14395 2.13080
H 2.43015 0.20373 2.01247
H 3.84743 0.14022 0.94042
*
```

The calculation puts the HOMO-LUMO gap at 0.36273 Eh. Its strongest force on any atom is 0.6 eV Å⁻¹. The energy relative to the best compared isomer or geometry (same formula, charge and spin) is 3.1793 eV. Its structure (SMILES) is C=CC=C.C#CC. The molar mass comes out at 94.2 g/mol.

What did the fourth record say?
Computed, not measured: 2 unconnected molecules or ions with the total composition C7H10, with wB97M-V/def2-TZVPD.

ORCA input file:
```
! RIJCOSX wB97M-V def2-TZVPD def2/J DEFGRID3
* xyz 0 1
C -2.15854 0.95426 -2.32366
C -1.96946 1.16354 -1.02600
C -1.68456 0.11076 -0.07499
C -1.39189 0.31915 1.20280
H -2.34867 1.76185 -3.00840
H -2.13182 -0.03960 -2.74310
H -2.01190 2.17081 -0.62361
H -1.69806 -0.89487 -0.46812
H -1.36684 1.31216 1.62382
H -1.15615 -0.48911 1.87397
C 1.62512 -1.72198 -0.35257
C 2.31207 -1.17762 0.46139
C 3.08793 -0.45606 1.44317
H 1.03665 -2.21330 -1.06838
H 3.57856 -1.14395 2.13080
H 2.43015 0.20373 2.01247
H 3.84743 0.14022 0.94042
*
```

The calculation puts the HOMO-LUMO gap at 0.36273 Eh. Its strongest force on any atom is 0.6 eV Å⁻¹. The energy relative to the best compared isomer or geometry (same formula, charge and spin) is 3.1793 eV. Its structure (SMILES) is C=CC=C.C#CC. The molar mass comes out at 94.2 g/mol.

Q: Look up the strongest force on any atom of the first one.
A: 3.4 eV Å⁻¹

Q: Look up the strongest force on any atom of the first one.
A: 3.4 eV Å⁻¹

Q: Number 2 is which compound?
A: C7H10